Entry 1:
23
Properties=species:S:1:pos:R:3:nbo_charge:R:1 method="wB97M-V/def2-TZVPD" gap_ev=6.3 charge=-1
O 0.8018 -2.7640 0.8558 -0.92
S 1.4755 -1.9303 -0.0593 2.39
O 2.7071 -2.4489 -0.5849 -1.00
O 0.5798 -1.6138 -1.3185 -0.86
C 1.8675 -0.3511 0.6806 -0.67
C 1.6486 0.8783 -0.1817 -0.39
C 0.2271 1.3659 -0.4591 -0.43
C -0.7854 1.2499 0.6795 -0.81
Sb -2.6062 0.0286 0.1605 0.92
H 1.2010 -1.6972 -2.0692 0.51
H 1.4218 -0.2989 1.6648 0.25
H 2.9361 -0.4639 0.8173 0.24
H 2.2485 1.6748 0.2473 0.20
H 2.1135 0.6408 -1.1390 0.19
H 0.3408 2.4218 -0.6911 0.19
H -0.1530 0.9121 -1.3721 0.21
H -1.2081 2.2369 0.8412 0.20
H -0.3436 0.9424 1.6241 0.18
H -2.2069 0.2145 -1.5764 -0.30
H -3.5565 1.5315 0.0609 -0.30
H -2.9946 -0.1596 1.8818 -0.28
H -1.6701 -1.4592 0.2379 -0.27
H -4.0447 -0.9107 -0.3005 -0.26

Entry 2:
31
Properties=species:S:1:pos:R:3:nbo_charge:R:1 method="wB97M-V/def2-TZVPD" gap_ev=6.4 e_above_lowest_ev=0.0621
Be -1.0542 -0.9997 2.5183 1.61
B 0.0538 0.2951 0.8311 -1.03
H 0.3203 0.9887 -0.0167 0.12
H 0.1193 0.8607 1.8206 0.04
H -0.9785 -0.0958 0.5682 0.04
H 0.7734 -0.5789 0.9310 -0.01
B -2.9826 -2.1020 1.5206 -0.94
H -3.0867 -0.9908 1.7582 0.00
H -2.0673 -2.2155 0.8545 -0.01
H -2.7490 -2.7378 2.4417 0.03
H -3.8957 -2.5280 1.0156 0.15
C -2.6983 2.2846 -0.1153 -0.25
Cl -3.4629 3.8664 -0.1828 0.04
Cl -3.8016 1.0977 -0.9368 0.01
Cl -2.6275 1.7548 1.5908 -0.02
H -1.7059 2.3319 -0.5527 0.24
C 3.4873 -2.1549 0.7747 -0.39
Cl 3.5512 -2.8572 -0.8733 -0.02
Cl 5.0864 -2.0357 1.5412 -0.02
H 3.0384 -1.1666 0.8406 0.23
H 2.8467 -2.8042 1.3673 0.21
C 0.2162 -1.4618 -1.9162 -0.43
Cl -0.5078 -0.3941 -3.1045 -0.02
Cl 0.4274 -3.0451 -2.6168 0.00
H 1.0621 -1.0438 -1.3726 0.23
H -0.4843 -1.5023 -1.0821 0.23
C 2.2153 3.2708 -1.5279 -0.38
Cl 3.1996 4.2554 -0.4065 -0.04
Cl 1.2732 4.3148 -2.6209 -0.03
H 2.9332 2.6942 -2.1027 0.23
H 1.4986 2.6993 -0.9466 0.22

Q: Which LUMO values were calculated for the entries above? A: 0.109; -0.156, in hartree.